A structure of composition C14H16BN4O5Ta. Source: the Open Molecules 2025 dataset; level of theory: ωB97M-V/def2-TZVPD.

Summary:
Net charge: +2
Highest occupied orbital energy (eV): -16.7

The geometry in XYZ format:
```
41
C14H16BN4O5Ta (ωB97M-V/def2-TZVPD)
H 1.101 1.720 -1.241
C -0.591 -1.030 2.625
H 4.827 0.435 -1.575
N 0.046 -0.229 -2.346
O -1.031 -1.318 0.031
H 1.753 0.531 -4.959
H -0.189 -1.972 2.267
O -3.286 -1.584 0.258
H 2.599 2.091 -2.569
Ta 0.028 0.139 -0.323
H 0.586 1.207 4.458
H -2.784 -1.151 2.849
H 2.598 -1.362 1.644
H -1.169 -1.173 4.703
B 1.972 1.243 -2.037
C -0.655 -0.916 -3.288
O -1.146 1.507 0.085
C -2.305 -1.272 0.801
H -0.231 2.130 2.343
H -1.523 -1.493 -3.010
O -3.353 1.925 0.457
N 1.088 0.395 -2.983
C 1.024 0.122 -4.277
H -0.396 -1.106 -5.464
H -2.799 1.199 2.954
C 2.944 -0.851 0.761
C 4.081 0.061 -0.891
H 5.130 -1.108 0.675
H 0.567 -1.141 4.439
C -2.369 1.497 0.908
H -1.145 1.242 4.766
C 4.217 -0.718 0.261
C -2.030 -0.733 2.184
C -0.374 0.816 4.128
N 2.799 0.334 -1.082
C -0.075 -0.713 -4.515
C -0.612 1.168 2.672
N 2.068 -0.225 -0.063
C -2.053 0.856 2.239
O 0.113 0.089 1.951
C -0.380 -0.730 4.098
```